Record 1
166
Properties=species:S:1:pos:R:3:forces:R:3:lowdin_charge:R:1 method="wB97M-V/def2-TZVPD" charge=+1 lumo_energy_ev=-4.52
C -3.159959 9.014565 -3.650879 0.2 0.0 0.1 -0.041
C -2.773583 8.177775 -2.459389 -0.2 0.1 -0.1 -0.176
O -3.996926 7.483606 -1.978511 0.1 0.2 0.0 -0.049
C -3.747241 6.390605 -1.262240 0.0 -0.2 0.2 -0.254
C -3.698680 6.426709 0.126252 -0.1 -0.2 0.0 -0.024
C -3.841593 7.752885 0.848085 -0.1 0.1 0.0 -0.487
O -2.929930 8.513949 0.918388 -0.1 -0.2 0.1 0.198
O -5.026204 7.945593 1.463258 0.2 0.3 -0.3 0.147
C -3.483922 5.238065 0.837428 0.0 0.2 -0.2 -0.548
Cl -3.365818 5.233243 2.541931 0.0 0.0 0.0 0.840
C -3.343038 4.057856 0.147771 0.1 0.0 0.1 -0.017
N -3.406522 4.027591 -1.201829 -0.1 0.1 0.2 -0.030
C -3.254524 2.707849 -1.860508 -0.1 -0.1 -0.2 -0.096
C -1.838868 2.528955 -2.425314 -0.1 0.1 -0.2 -0.039
C -1.345459 1.090295 -2.439394 0.0 0.0 0.0 -0.439
F -2.039726 0.381508 -3.362040 0.1 0.0 0.1 0.142
F -0.043827 1.096903 -2.806928 -0.1 0.0 0.0 0.143
C -1.474036 0.350529 -1.072391 0.0 -0.2 -0.1 -0.331
F -2.733357 -0.137700 -0.974871 0.1 0.1 0.1 0.145
F -1.303716 1.265553 -0.082323 0.0 -0.1 -0.1 0.136
C -0.454037 -0.809117 -0.871070 0.1 0.2 0.2 -0.338
F 0.732764 -0.240304 -0.585042 -0.1 -0.1 0.0 0.161
F -0.332819 -1.505034 -2.010316 0.0 0.1 0.1 0.176
C -0.817895 -1.764056 0.322614 0.1 -0.3 -0.1 -0.320
F 0.337029 -2.195087 0.865314 -0.1 0.1 0.0 0.145
F -1.472517 -1.050992 1.258153 0.0 0.0 -0.1 0.158
C -1.666122 -3.037294 -0.046757 -0.1 0.0 0.3 -0.331
F -2.415744 -2.811789 -1.140189 0.1 0.0 0.1 0.161
F -2.490786 -3.292086 0.984500 0.1 0.0 -0.2 0.171
C -0.798951 -4.312327 -0.277646 0.1 -0.1 -0.1 -0.541
F -1.550313 -5.248272 -0.853704 0.1 0.2 0.1 0.198
F -0.339325 -4.772836 0.882558 -0.1 0.1 -0.3 0.190
F 0.234909 -4.027073 -1.082444 -0.3 -0.1 0.1 0.172
C -3.596976 5.155464 -1.911852 0.2 0.0 -0.1 -0.479
Cl -3.663847 5.078511 -3.601999 -0.1 0.0 0.0 0.976
H -2.261621 9.525727 -4.002324 -0.1 0.0 0.0 0.077
H -3.538294 8.393015 -4.464458 0.0 0.0 0.1 0.081
H -3.899897 9.766212 -3.375811 0.0 -0.1 0.0 0.090
H -2.411490 8.779630 -1.623813 0.1 -0.1 -0.1 0.125
H -2.035443 7.415769 -2.715980 0.0 0.1 0.0 0.098
H -5.771519 7.651313 0.921085 0.0 -0.2 0.1 0.141
H -3.169502 3.120806 0.660303 0.0 0.0 -0.1 0.145
H -3.997917 2.641188 -2.653957 0.0 0.0 0.1 0.129
H -3.520007 1.969725 -1.110665 0.1 0.0 0.0 0.122
H -1.107463 3.149974 -1.904273 -0.1 -0.2 0.2 0.148
H -1.829891 2.846171 -3.470852 0.1 0.0 0.1 0.124
C 3.131892 -4.634464 0.294361 0.1 0.0 0.0 -0.113
O 4.055955 -4.401983 1.336100 -0.1 0.0 0.0 -0.183
C 3.464421 -4.257560 2.622847 0.0 0.1 0.1 -0.218
C 3.804484 -5.424745 3.522137 0.0 -0.1 -0.1 -0.212
N 3.154443 -6.643871 3.066468 0.1 0.0 0.0 -0.045
C 3.570951 -7.857271 3.767860 -0.1 0.0 -0.1 -0.194
C 5.023309 -8.294671 3.641409 0.1 0.0 0.0 -0.216
O 5.386489 -8.722511 2.338011 0.0 0.1 0.0 -0.176
C 5.788597 -7.704748 1.445877 0.0 -0.1 0.0 -0.106
H 3.675270 -4.570269 -0.647291 0.0 0.0 0.0 0.093
H 2.669627 -5.625703 0.364558 -0.1 0.0 0.0 0.084
H 2.343948 -3.877114 0.297767 0.0 0.0 0.0 0.059
H 2.378223 -4.147347 2.534820 0.0 0.0 0.0 0.120
H 3.865064 -3.340615 3.066954 0.0 0.0 0.0 0.104
H 3.457282 -5.197658 4.535024 0.0 0.0 0.0 0.121
H 4.899577 -5.509602 3.557485 0.0 0.1 0.0 0.111
H 3.334127 -6.760577 2.077551 0.0 0.0 0.0 0.070
H 2.947364 -8.676441 3.402651 0.0 0.0 0.0 0.120
H 3.340394 -7.739402 4.830424 0.0 0.0 0.0 0.115
H 5.154113 -9.158135 4.290644 0.0 0.0 0.0 0.098
H 5.722592 -7.524757 3.992202 0.0 0.1 -0.1 0.115
H 6.286762 -6.883212 1.968910 0.0 0.0 0.0 0.088
H 4.947999 -7.301069 0.871937 0.0 0.1 0.0 0.071
H 6.492750 -8.144803 0.739270 0.0 0.0 0.0 0.087
C 2.697494 -0.334455 2.454618 0.1 0.1 0.1 -0.095
O 2.314401 0.570894 3.471649 0.0 -0.1 -0.1 -0.184
C 1.056187 0.280449 4.064390 -0.1 0.1 0.0 -0.217
C 1.216929 -0.209312 5.486870 0.1 -0.1 0.0 -0.216
N 1.830675 -1.528307 5.512455 0.1 0.1 0.0 -0.047
C 2.194526 -2.013840 6.839992 0.0 -0.1 -0.1 -0.197
C 3.259954 -1.247447 7.614398 0.0 0.0 0.1 -0.227
O 4.552823 -1.328861 7.048420 0.0 0.0 -0.1 -0.176
C 4.847530 -0.377400 6.045729 0.1 0.0 0.0 -0.100
H 3.595091 0.062086 1.983207 0.0 0.0 0.0 0.097
H 2.928199 -1.327118 2.856234 -0.1 0.0 -0.1 0.061
H 1.918275 -0.433829 1.697656 0.0 0.0 0.0 0.062
H 0.512581 -0.461045 3.469444 0.0 0.0 0.0 0.112
H 0.473127 1.207384 4.070945 0.0 0.0 0.0 0.119
H 0.227479 -0.273979 5.950690 0.0 0.0 0.0 0.124
H 1.794029 0.547039 6.037087 0.0 0.0 0.0 0.109
H 2.658118 -1.518243 4.929997 0.0 0.0 0.0 0.066
H 2.545963 -3.042000 6.726416 0.0 0.0 0.0 0.115
H 1.286531 -2.055699 7.450356 0.0 0.0 0.0 0.119
H 3.337657 -1.706849 8.602719 0.0 0.0 0.0 0.123
H 2.983204 -0.197595 7.773628 0.0 0.0 -0.1 0.111
H 4.329041 0.569290 6.223493 0.0 0.0 0.0 0.088
H 4.592465 -0.740134 5.044893 0.0 0.1 0.0 0.071
H 5.921813 -0.196355 6.071016 0.0 0.0 0.0 0.089
C -7.044946 5.019720 -10.915928 0.0 0.1 0.0 -0.113
O -7.432900 6.033577 -10.009105 0.1 -0.1 0.1 -0.197
C -8.692720 5.818841 -9.386092 -0.1 0.1 0.0 -0.214
C -8.521790 5.587016 -7.901069 0.1 -0.1 0.0 -0.214
N -7.852551 4.318955 -7.642369 0.1 0.1 0.0 -0.048
C -7.463158 4.103369 -6.257829 0.0 -0.1 -0.1 -0.201
C -6.439802 5.053472 -5.644269 -0.1 0.0 0.1 -0.248
O -5.137428 4.944814 -6.198151 0.0 0.1 0.1 -0.250
C -4.914385 5.711204 -7.374471 0.1 0.0 0.0 -0.084
H -6.144794 5.365711 -11.420413 0.0 0.0 0.0 0.089
H -6.823050 4.072813 -10.410488 -0.1 0.0 0.0 0.081
H -7.819578 4.840530 -11.666612 0.0 0.0 0.0 0.090
H -9.215629 4.978998 -9.851915 0.0 0.0 0.0 0.125
H -9.295894 6.718295 -9.534052 0.0 0.0 0.0 0.124
H -9.507333 5.570943 -7.426699 0.0 0.0 0.0 0.126
H -7.971190 6.448768 -7.497629 -0.1 0.0 0.0 0.106
H -7.034091 4.252590 -8.233515 0.0 0.0 0.0 0.074
H -7.060637 3.089580 -6.182661 0.0 0.0 0.0 0.121
H -8.365603 4.132418 -5.638206 0.0 0.0 0.0 0.121
H -6.341522 4.783783 -4.587521 0.0 0.0 0.0 0.089
H -6.771565 6.097885 -5.674066 0.0 0.0 -0.1 0.114
H -5.493406 6.637283 -7.364533 0.0 0.0 0.0 0.092
H -5.155259 5.148455 -8.278207 -0.1 0.1 0.0 0.077
H -3.853601 5.959897 -7.408378 0.0 0.0 0.0 0.088
C 0.101336 -11.999317 8.898713 0.0 0.0 0.1 -0.119
O 1.363832 -12.615131 9.045175 0.0 0.1 -0.1 -0.196
C 1.514756 -13.832635 8.325355 0.0 -0.1 0.1 -0.217
C 2.527689 -13.682447 7.212048 0.0 0.1 -0.1 -0.218
N 2.031274 -12.800907 6.164960 0.1 0.0 0.1 -0.050
C 3.014085 -12.446169 5.147911 -0.1 0.0 0.0 -0.198
C 4.239300 -11.649924 5.580504 0.1 0.0 -0.1 -0.218
O 3.951046 -10.326198 5.997579 -0.1 0.0 0.1 -0.209
C 3.573202 -10.177728 7.353909 0.0 0.1 -0.1 -0.090
H 0.066964 -11.164296 9.596364 0.0 0.0 0.0 0.087
H -0.058934 -11.615919 7.884641 0.0 0.0 0.0 0.080
H -0.709920 -12.692346 9.141622 0.0 0.0 0.0 0.088
H 0.551484 -14.165606 7.927899 0.0 0.0 -0.1 0.122
H 1.872482 -14.590188 9.027858 0.0 0.0 0.0 0.122
H 2.725354 -14.667874 6.779670 0.0 0.0 0.0 0.125
H 3.463060 -13.323652 7.663896 0.0 -0.1 0.0 0.107
H 1.676575 -11.954141 6.590434 0.0 0.0 0.0 0.072
H 2.497362 -11.864740 4.380165 0.0 0.0 0.0 0.119
H 3.358764 -13.367555 4.667543 0.0 0.0 0.0 0.120
H 4.887829 -11.551899 4.705197 0.0 0.0 0.0 0.120
H 4.823425 -12.166316 6.351273 -0.1 0.0 0.0 0.114
H 4.061227 -10.918616 7.992056 0.0 0.0 0.0 0.090
H 2.490247 -10.248812 7.488606 0.0 -0.1 0.0 0.075
H 3.884926 -9.182809 7.673672 0.0 0.0 0.0 0.088
C 3.624223 7.098161 -6.937963 0.0 -0.1 0.0 -0.116
O 3.988973 7.291363 -5.585644 -0.1 0.0 0.0 -0.199
C 4.574456 8.559335 -5.309375 0.1 0.0 0.1 -0.212
C 3.675767 9.379457 -4.411092 -0.1 0.0 -0.1 -0.214
N 2.454658 9.766360 -5.105072 0.0 -0.1 0.1 -0.048
C 1.439770 10.382851 -4.262548 0.0 0.0 -0.2 -0.198
C 0.840411 9.546754 -3.138163 -0.1 0.1 0.1 -0.210
O 0.049037 8.451080 -3.585719 0.1 -0.1 0.0 -0.218
C 0.766604 7.266800 -3.884704 -0.1 0.0 0.0 -0.087
H 3.323093 6.057484 -7.045709 0.0 0.0 0.0 0.087
H 2.788090 7.739987 -7.238891 0.0 0.0 0.0 0.081
H 4.466834 7.288417 -7.608387 0.0 0.0 0.0 0.090
H 4.786864 9.094806 -6.238669 -0.1 0.0 0.0 0.125
H 5.522187 8.383880 -4.794255 0.0 0.0 0.0 0.124
H 4.209290 10.282154 -4.100682 0.0 0.0 0.0 0.127
H 3.481481 8.781386 -3.509330 0.1 0.0 0.0 0.106
H 2.062484 8.950863 -5.557547 0.0 0.0 0.0 0.072
H 0.621941 10.703121 -4.913519 0.0 0.0 0.0 0.120
H 1.862453 11.289574 -3.819069 0.0 0.0 0.0 0.123
H 0.162546 10.191941 -2.572246 0.0 0.0 0.0 0.121
H 1.598930 9.190101 -2.432980 0.0 0.0 -0.1 0.114
H 1.651972 7.159839 -3.254057 0.0 0.0 0.0 0.093
H 1.068454 7.220425 -4.933247 0.1 0.0 0.0 0.079
H 0.099827 6.420451 -3.696151 0.0 0.0 0.0 0.074


Record 2
26
Properties=species:S:1:pos:R:3:forces:R:3:mulliken_spin:R:1 method="wB97M-V/def2-TZVPD" multiplicity=4 charge=+1 lumo_energy_ev="-4.74 / -5.37"
Co -0.669514 -0.714221 -0.521843 2.5 -0.6 0.6 2.736
I 1.414001 -2.391566 -0.189565 -1.1 0.5 -0.4 0.232
C 3.213933 0.950705 -1.420244 -0.1 -0.5 1.1 0.000
O 2.502335 1.372890 -2.583355 0.3 0.3 0.2 0.000
C 1.231441 1.122143 -2.686207 0.4 -0.1 -1.7 -0.001
O 0.555008 0.434779 -1.935647 -1.3 -0.2 1.2 0.012
O 0.834708 1.620003 -3.844553 0.0 0.4 0.2 0.002
C -0.535180 1.501893 -4.230522 -0.3 -0.4 0.2 0.000
H 2.931565 1.550548 -0.553425 -0.1 0.2 -0.2 0.000
H 4.282977 1.057617 -1.563109 -0.1 0.2 -0.5 0.000
H 2.984236 -0.084604 -1.178705 0.0 0.0 -0.2 0.001
H -0.659969 1.874097 -5.242122 0.4 0.1 0.0 0.000
H -1.168314 2.105839 -3.580962 0.0 -0.2 0.1 0.000
H -0.797817 0.443540 -4.217411 -0.3 0.1 0.1 0.001
C -1.993974 1.391542 2.907115 -0.6 0.0 -1.2 0.000
O -1.645535 0.115738 3.439561 0.3 0.1 0.7 0.002
C -1.290982 -0.886717 2.690491 -0.2 -0.3 0.4 -0.002
O -1.078757 -0.816871 1.476003 -0.3 0.1 -0.9 0.017
O -1.222770 -1.961706 3.432215 -0.1 0.9 0.0 0.002
C -0.743097 -3.213121 2.947306 0.7 -0.6 -0.3 0.000
H -2.800085 1.220880 2.189081 0.0 0.2 0.0 0.000
H -1.179577 1.897800 2.390829 0.3 -0.2 0.2 -0.001
H -2.365373 2.021770 3.705472 0.1 -0.3 0.3 0.000
H -1.441673 -3.647338 2.234749 0.0 0.0 0.1 0.000
H -0.606586 -3.836763 3.826851 -0.4 0.0 0.0 0.000
H 0.249006 -3.128867 2.507998 -0.1 0.3 -0.2 0.000


Record 3
44
Properties=species:S:1:pos:R:3:forces:R:3:lowdin_charge:R:1 method="wB97M-V/def2-TZVPD" de_lowest_kcal_mol=65.28 lumo_energy_ev=-0.16 smiles="NC(N)=O.NC(N)=O.NC(N)=O.NC(N)=O.O.O.O.O"
O 0.302653 3.338897 -3.241743 -0.4 -0.1 -0.1 -0.039
H 0.833993 2.944509 -3.933385 0.4 -0.1 -0.3 0.047
H 0.535609 4.267134 -3.259948 0.0 0.3 0.1 0.068
O 3.172706 2.084897 -3.200949 -0.1 0.3 -0.3 -0.036
H 2.668417 2.056002 -2.387880 0.0 0.0 0.3 0.005
H 2.991155 1.246614 -3.625870 0.1 -0.4 -0.1 0.043
O -0.333031 -3.361306 0.051779 0.7 -0.5 0.2 -0.060
H -0.903512 -3.367253 0.820378 -0.6 -0.1 0.1 0.009
H -0.452167 -2.491142 -0.328803 0.1 0.4 -0.3 -0.020
O -4.078359 -1.207112 -2.538451 0.3 0.3 -0.2 -0.044
H -4.011367 -2.135268 -2.314212 0.0 -0.4 0.1 0.045
H -4.250524 -0.770497 -1.704215 -0.2 0.1 0.3 0.030
C -0.323158 0.301708 -1.348028 1.3 -2.6 0.9 -0.756
O -0.124304 -0.698929 -0.658598 -0.4 -0.7 1.3 -0.017
N -1.167605 0.359525 -2.304572 -3.5 -0.1 -3.0 0.220
N 0.411158 1.351507 -1.258189 3.6 3.4 1.2 0.189
H -1.093011 1.141118 -2.939910 -0.7 -0.3 0.0 0.117
H -1.927321 -0.305871 -2.317862 0.0 0.1 -0.6 0.101
H 1.270198 1.251345 -0.736527 -0.2 0.0 0.1 0.120
H 0.427605 2.049230 -1.988267 -0.2 0.4 0.3 0.049
C 3.251669 -3.119341 -0.167210 4.6 -0.8 -1.0 -0.709
O 4.348581 -3.275930 -0.808327 -3.0 0.2 1.0 -0.054
N 2.807107 -1.938099 0.206064 -0.2 2.8 0.0 0.150
N 2.515489 -4.087435 0.379031 1.1 -0.3 -0.4 0.154
H 3.341846 -1.142507 -0.112050 -0.4 0.0 0.4 0.113
H 2.021957 -1.874411 0.838173 0.2 0.6 -0.4 0.097
H 1.674958 -3.639674 0.715349 -1.0 -2.0 -0.4 0.064
H 2.764380 -4.933384 -0.113459 -1.3 -0.5 0.6 0.121
C 1.292567 3.367236 2.477673 4.0 -0.3 -0.1 -0.759
O 2.315583 3.317632 1.788920 -0.7 0.5 0.5 0.019
N 0.186591 2.775672 2.217384 -4.5 -2.3 -2.2 0.155
N 1.177946 3.854442 3.710512 1.7 2.4 2.6 0.142
H 0.174597 1.993446 1.578579 -0.4 0.4 0.0 0.109
H -0.543331 2.999731 2.878540 -0.4 -0.9 -0.8 0.107
H 2.007696 4.255393 4.123858 -0.3 0.1 0.0 0.117
H 0.375736 3.682830 4.299666 0.6 0.1 -0.1 0.104
C -2.909613 -1.753970 1.668157 0.1 -1.3 0.2 -0.796
O -2.848616 -2.863134 1.224069 0.5 -2.7 -1.4 0.053
N -2.194121 -0.735731 1.286735 1.2 2.8 -1.1 0.191
N -3.663500 -1.499338 2.700102 -3.0 1.3 3.5 0.160
H -1.510582 -0.839643 0.550468 0.2 0.3 -0.2 0.057
H -2.474720 0.162257 1.654143 0.6 0.0 -0.4 0.108
H -4.202343 -2.218594 3.160965 0.2 0.1 -0.5 0.123
H -3.859009 -0.542557 2.957911 0.0 -0.4 0.2 0.103


Record 4
47
Properties=species:S:1:pos:R:3:forces:R:3:lowdin_charge:R:1 method="wB97M-V/def2-TZVPD" de_lowest_kcal_mol=12.07 lumo_energy_ev=0.00
Mg 1.186256 -1.124621 0.104914 0.2 0.3 -0.1 0.614
O -1.922861 -4.137001 -2.751717 0.1 0.0 0.0 0.142
C -1.971891 -2.868228 -2.338858 -0.1 0.0 0.0 -0.464
O -2.272912 -2.548389 -1.216968 0.0 0.0 0.0 0.122
C -1.693169 -1.884863 -3.470778 0.0 0.0 -0.1 -0.109
O -0.655726 -0.977256 -3.190203 0.0 -0.1 0.1 -0.150
C 0.623873 -1.470687 -3.603684 0.0 0.1 0.0 -0.110
C 1.271836 -2.524240 -2.682416 0.2 -0.1 -0.2 -0.631
O 1.621976 -3.569587 -3.203077 -0.1 0.0 0.1 0.058
O 1.446758 -2.191432 -1.458135 -0.3 0.1 0.4 -0.135
H -2.098010 -4.705521 -1.985634 0.0 0.0 0.0 0.139
H -2.612195 -1.308222 -3.604824 0.0 0.0 0.0 0.138
H -1.488698 -2.437796 -4.390156 0.0 0.0 0.0 0.134
H 1.272516 -0.596174 -3.661808 0.0 0.0 0.0 0.087
H 0.536351 -1.912091 -4.598086 0.0 0.0 0.0 0.124
I 2.319438 1.300195 -1.486362 0.0 0.0 -0.1 1.064
C 2.733861 2.232101 0.341712 -0.1 0.0 0.2 -0.618
C 3.147870 3.530712 0.291283 0.0 0.0 -0.1 -0.176
C 3.426079 4.222323 1.486930 0.0 0.0 0.0 -0.091
C 3.277418 3.587299 2.681198 0.0 0.0 0.0 -0.046
C 2.849045 2.238380 2.746293 0.0 0.0 -0.1 -0.176
C 2.705380 1.606396 4.003349 0.0 0.0 0.0 -0.057
C 2.280533 0.315591 4.070668 0.0 0.0 0.0 -0.090
C 1.974002 -0.387710 2.883398 0.2 0.0 0.0 -0.152
C 2.105551 0.145383 1.615166 -0.2 -0.2 -0.1 -0.155
C 2.558070 1.503407 1.557895 0.0 0.0 0.0 -0.255
H 3.265256 4.031648 -0.659889 0.0 0.0 0.0 0.082
H 3.751202 5.253502 1.443284 0.0 0.0 0.0 0.101
H 3.486535 4.104637 3.610464 0.0 0.0 0.0 0.109
H 2.938614 2.171359 4.898583 0.0 0.0 0.0 0.106
H 2.176294 -0.177977 5.030041 0.0 0.0 0.0 0.098
H 1.626642 -1.409107 3.006774 0.0 0.0 0.0 0.078
C -4.288494 0.645049 0.420868 0.0 0.0 0.0 -0.016
N -3.007246 -0.016599 0.433865 0.1 0.1 0.1 -0.079
C -2.589706 -0.958532 1.458668 0.0 -0.1 0.0 -0.011
C -1.155279 -1.198988 1.040148 -0.1 0.1 -0.2 -0.472
O -0.341795 -2.003106 1.476195 0.1 -0.1 0.1 0.042
N -0.837176 -0.370399 0.015782 0.1 0.0 0.0 0.125
C -1.942854 0.269949 -0.336586 -0.1 -0.1 0.0 -0.389
N -1.966807 1.103773 -1.374748 0.0 0.0 0.0 0.240
H -5.045475 -0.039622 0.798744 0.0 0.0 0.0 0.097
H -4.573893 0.903824 -0.598738 0.0 0.0 0.0 0.086
H -4.291872 1.549667 1.033941 0.0 0.0 0.0 0.099
H -3.165052 -1.883746 1.419307 0.0 0.0 0.0 0.143
H -2.636642 -0.531933 2.463492 0.0 0.0 0.0 0.148
H -1.199467 1.004196 -2.025906 0.0 0.0 0.0 0.099
H -2.824134 1.514436 -1.694388 0.0 0.0 0.0 0.107